1.
{
  "formula": "C40H53BN5O2V",
  "method": "the ωB97M-V functional and the def2-TZVPD basis",
  "elements": ["V", "C", "C", "C", "C", "C", "C", "C", "N", "C", "C", "C", "C", "C", "C", "O", "C", "C", "C", "C", "C", "C", "C", "C", "C", "O", "C", "C", "C", "C", "C", "C", "H", "H", "H", "H", "H", "H", "H", "H", "H", "H", "H", "H", "H", "H", "H", "H", "H", "H", "H", "H", "H", "H", "H", "H", "H", "H", "H", "H", "H", "H", "H", "H", "H", "H", "H", "H", "H", "H", "H", "H", "B", "N", "C", "C", "C", "N", "N", "C", "C", "C", "N", "H", "H", "H", "H", "H", "H", "H", "H", "C", "C", "C", "C", "C", "C", "H", "H", "H", "H", "H"],
  "xyz": [[0.952542, -0.733691, 1.535665], [-2.899973, 0.140833, -4.512952], [-2.519881, -1.325858, -4.325927], [-3.807892, -2.168659, -4.245327], [-1.674040, -1.782715, -5.530126], [-1.717858, -1.557855, -3.065577], [-1.379293, -0.556543, -2.223414], [-0.613941, -0.869208, -1.064122], [-0.178021, -0.071113, -0.147414], [-0.517631, 1.302819, 0.054150], [-0.822933, 2.291548, -0.847237], [-1.131132, 3.577675, -0.379303], [-1.096724, 3.807457, 0.985700], [-0.748058, 2.841095, 1.947455], [-0.471672, 1.605158, 1.420579], [-0.024212, 0.484246, 2.129581], [-0.682595, 3.248670, 3.421882], [-0.334227, 2.096341, 4.366250], [0.396303, 4.331654, 3.570877], [-2.050434, 3.811712, 3.834498], [-1.487888, 4.659634, -1.397112], [-1.810069, 5.992867, -0.724814], [-2.717159, 4.200035, -2.195467], [-0.302760, 4.865090, -2.351322], [-0.334586, -2.333856, -0.723116], [0.138446, -2.545248, 0.386827], [-0.689974, -3.387188, -1.676739], [-1.320337, -2.958207, -2.780483], [-0.351183, -4.842619, -1.382991], [1.166884, -4.984738, -1.185779], [-0.779311, -5.735757, -2.546517], [-1.094824, -5.306441, -0.118381], [-3.479567, 0.242725, -5.429643], [-3.520515, 0.511090, -3.693790], [-2.020222, 0.781330, -4.612066], [-4.393268, -1.998782, -5.149216], [-3.607854, -3.238562, -4.183255], [-4.418072, -1.880752, -3.387832], [-2.241173, -1.605519, -6.444249], [-0.741774, -1.219288, -5.597104], [-1.434694, -2.845419, -5.497887], [-1.686137, 0.454261, -2.418883], [-0.791212, 2.108291, -1.910656], [-1.327701, 4.798507, 1.347848], [0.653854, 1.679425, 4.163592], [-0.323372, 2.478154, 5.387679], [-1.081005, 1.299766, 4.325412], [1.373185, 3.955770, 3.255981], [0.166090, 5.222181, 2.984934], [0.467938, 4.633538, 4.616550], [-2.835912, 3.061523, 3.725155], [-2.015976, 4.116881, 4.881051], [-2.331945, 4.686187, 3.247795], [-2.667965, 5.916947, -0.053660], [-0.959399, 6.385142, -0.163875], [-2.061253, 6.726717, -1.490384], [-3.568582, 4.015318, -1.538075], [-3.003661, 4.971133, -2.911335], [-2.516196, 3.286769, -2.760891], [0.589816, 5.183387, -1.809340], [-0.058964, 3.958952, -2.910045], [-0.548514, 5.639157, -3.079080], [-1.606257, -3.690629, -3.520841], [1.714742, -4.587699, -2.043629], [1.511024, -4.481481, -0.282738], [1.416955, -6.041930, -1.090717], [-0.250018, -5.491799, -3.470624], [-0.540934, -6.769579, -2.299349], [-1.854455, -5.687073, -2.731468], [-0.789895, -4.753295, 0.767744], [-2.175510, -5.209382, -0.239949], [-0.875402, -6.360533, 0.054938], [3.140183, -3.182250, 2.093870], [3.093278, -2.405066, 0.702937], [3.938613, -2.735219, -0.275874], [3.772255, -1.875433, -1.350892], [2.770844, -1.012547, -0.954541], [2.365669, -1.336590, 0.281996], [1.985036, -2.772525, 3.129703], [1.901687, -3.280849, 4.341907], [0.764982, -2.782364, 5.003038], [0.179841, -1.932296, 4.116539], [0.925156, -1.918848, 2.963877], [4.178523, -2.927374, 2.638926], [2.999413, -4.348241, 1.849201], [4.612537, -3.566013, -0.140914], [4.311399, -1.876734, -2.281578], [2.331279, -0.180343, -1.479229], [2.654370, -3.975253, 4.682604], [0.435076, -3.020085, 5.999303], [-0.698810, -1.315600, 4.202196], [4.329394, 2.446607, 2.691189], [3.649382, 2.566869, 1.484926], [2.716515, 1.610057, 1.106189], [2.482807, 0.547676, 1.963196], [3.139737, 0.404023, 3.174112], [4.079206, 1.370154, 3.527314], [5.060409, 3.191302, 2.974863], [3.849271, 3.402037, 0.826352], [2.202616, 1.715393, 0.157456], [2.955723, -0.428581, 3.840067], [4.611842, 1.269523, 4.463820]],
  "atomic_forces_ev_per_a": [[0.073, -0.017, -0.597], [-0.004, 0.025, -0.005], [0.020, -0.061, 0.022], [0.001, 0.003, -0.013], [-0.007, 0.018, -0.015], [-0.019, -0.283, -0.074], [0.036, -0.068, 0.120], [-0.154, -0.112, -0.072], [0.323, 0.250, 0.109], [0.070, -0.277, -0.034], [-0.003, -0.028, -0.280], [0.011, -0.018, -0.015], [-0.005, 0.033, 0.015], [-0.027, 0.143, 0.204], [0.227, -0.485, 0.219], [-1.005, 1.181, 0.212], [0.006, -0.032, -0.065], [-0.024, -0.023, 0.003], [0.035, 0.016, -0.029], [-0.023, 0.017, 0.020], [0.011, -0.019, 0.042], [-0.023, 0.038, -0.001], [-0.011, -0.009, -0.001], [0.023, 0.006, -0.013], [-0.048, -0.072, -0.086], [0.074, 0.188, 0.254], [0.100, 0.143, 0.148], [-0.165, 0.202, -0.146], [0.000, 0.055, 0.018], [0.016, -0.006, -0.001], [0.023, -0.050, -0.031], [-0.025, -0.010, -0.013], [0.006, 0.010, 0.003], [0.004, -0.011, 0.000], [-0.002, -0.010, -0.005], [0.000, -0.009, 0.006], [-0.007, 0.008, -0.004], [0.007, 0.010, -0.002], [0.001, -0.006, 0.006], [-0.009, 0.003, 0.005], [0.005, -0.005, 0.001], [0.000, 0.024, 0.017], [0.007, 0.006, 0.014], [0.005, -0.017, -0.016], [0.009, 0.008, -0.013], [-0.011, 0.000, -0.008], [0.011, -0.001, -0.014], [-0.013, 0.002, 0.009], [0.007, -0.015, -0.001], [-0.007, -0.002, -0.004], [0.010, 0.003, 0.002], [0.002, -0.004, -0.009], [0.007, -0.011, 0.014], [0.004, -0.012, -0.007], [0.002, -0.006, -0.012], [0.004, 0.003, 0.008], [0.005, 0.006, 0.001], [0.010, -0.003, 0.001], [-0.009, 0.004, -0.002], [-0.011, -0.002, 0.004], [-0.007, 0.002, 0.010], [0.004, -0.004, 0.002], [-0.001, 0.053, -0.015], [-0.009, -0.014, -0.002], [-0.010, 0.006, -0.009], [0.002, 0.004, 0.007], [-0.006, 0.017, 0.013], [0.001, -0.004, -0.011], [0.005, -0.007, 0.023], [0.010, 0.014, -0.002], [0.011, 0.006, -0.007], [0.006, 0.006, -0.004], [0.014, 0.044, -0.026], [-0.128, 0.118, 0.023], [0.064, -0.088, 0.039], [0.052, -0.052, -0.045], [-0.068, 0.032, 0.085], [0.416, -0.202, -0.353], [-0.197, 0.045, -0.243], [0.045, -0.080, 0.080], [0.081, -0.103, 0.131], [0.101, 0.092, -0.292], [0.289, -0.537, 0.613], [-0.069, 0.033, -0.033], [-0.032, 0.068, 0.005], [0.002, 0.011, -0.013], [-0.008, -0.008, 0.005], [-0.009, 0.009, 0.009], [-0.025, -0.002, 0.009], [0.014, -0.006, -0.009], [-0.004, 0.014, -0.019], [-0.022, -0.032, -0.008], [0.016, 0.009, 0.002], [0.047, -0.040, 0.035], [-0.120, -0.149, 0.172], [0.011, -0.014, -0.064], [0.006, 0.026, -0.009], [0.000, -0.001, -0.006], [-0.001, 0.003, 0.010], [-0.018, -0.005, 0.000], [-0.001, 0.010, 0.013], [-0.003, 0.006, -0.002]],
  "spin_multiplicity": 1,
  "total_energy_ha": -2948.6098,
  "total_charge": 2,
  "homo_ev": -14.246,
  "lumo_ev": -7.98
}

***

2.
{
  "formula": "C40H53N8OS3Sr",
  "method": "the ωB97M-V functional and the def2-TZVPD basis",
  "elements": ["Sr", "C", "C", "N", "N", "C", "O", "C", "C", "C", "C", "C", "C", "C", "C", "C", "C", "C", "N", "H", "H", "H", "H", "H", "H", "H", "H", "H", "H", "H", "H", "C", "C", "C", "C", "C", "C", "C", "N", "C", "C", "C", "C", "C", "C", "C", "N", "C", "C", "C", "C", "H", "H", "H", "H", "H", "H", "H", "H", "H", "H", "H", "H", "H", "H", "H", "H", "H", "H", "H", "H", "H", "H", "H", "H", "S", "C", "N", "C", "C", "S", "H", "H", "H", "H", "H", "C", "N", "C", "C", "S", "N", "C", "C", "H", "H", "H", "H", "H", "H", "H", "H", "H", "H", "H", "H"],
  "xyz": [[0.283523, 1.728170, -1.193756], [-4.307998, 2.048369, -2.427949], [-2.814936, 1.969310, -2.445289], [-2.089177, 1.993286, -1.400370], [-2.664806, 2.019718, -0.131457], [-1.769250, 2.430342, 0.762227], [-0.619367, 2.930126, 0.504240], [-2.167666, 2.253792, 2.194230], [-1.220386, 2.480088, 3.185593], [-1.545472, 2.283544, 4.522225], [-2.826042, 1.873714, 4.870496], [-3.779730, 1.655315, 3.881685], [-3.449585, 1.837435, 2.546995], [-2.062602, 1.954301, -3.752681], [-2.756965, 1.921168, -4.948133], [-2.055970, 1.994219, -6.145623], [-0.682007, 2.106212, -6.109040], [-0.057913, 2.115998, -4.868698], [-0.712022, 2.028681, -3.712351], [-4.659640, 2.020833, -1.401517], [-4.767218, 1.228490, -2.983809], [-4.647450, 2.978135, -2.892251], [-0.234556, 2.819950, 2.892886], [-0.805469, 2.465153, 5.292157], [-3.086051, 1.735270, 5.912790], [-4.780613, 1.344175, 4.153639], [-4.176622, 1.667120, 1.765391], [-3.836270, 1.858329, -4.946307], [-2.587709, 1.979956, -7.089456], [-0.092427, 2.186283, -7.011853], [1.022052, 2.173390, -4.797994], [4.036212, 1.411778, 5.291394], [4.790307, 1.070372, 3.998059], [6.002108, 1.991895, 3.877660], [5.276424, -0.383418, 4.059126], [3.833320, 1.231476, 2.819096], [3.993776, 2.198110, 1.836108], [3.074267, 2.270427, 0.803817], [2.020325, 1.459402, 0.694570], [1.817445, 0.558027, 1.669747], [2.713285, 0.410731, 2.714719], [0.547372, -0.255177, 1.594924], [0.135313, -1.027070, 2.668239], [-1.064334, -1.724917, 2.623289], [-1.810579, -1.605921, 1.458163], [-1.344056, -0.826815, 0.421961], [-0.176888, -0.165492, 0.467887], [-1.570466, -2.579438, 3.782411], [-0.616536, -2.551846, 4.974050], [-2.935904, -2.043630, 4.233473], [-1.718117, -4.026731, 3.295666], [4.710743, 1.325057, 6.145407], [3.195297, 0.735265, 5.457038], [3.648972, 2.432182, 5.264679], [6.669139, 1.822649, 4.723915], [5.719065, 3.046223, 3.892118], [6.573495, 1.802876, 2.965484], [5.991122, -0.502908, 4.875468], [5.777046, -0.671472, 3.130987], [4.456983, -1.081655, 4.235868], [4.817407, 2.897393, 1.857093], [3.193146, 3.012819, 0.022151], [2.539616, -0.344366, 3.466989], [0.731920, -1.055460, 3.564637], [-2.764415, -2.104599, 1.348391], [-1.914126, -0.727976, -0.491901], [-0.498534, -1.541822, 5.374049], [0.370838, -2.943031, 4.716474], [-1.016618, -3.176553, 5.773915], [-2.857374, -1.010609, 4.581371], [-3.321260, -2.656513, 5.050815], [-3.668868, -2.067611, 3.425134], [-0.764549, -4.422896, 2.939059], [-2.442185, -4.106540, 2.483052], [-2.064864, -4.658944, 4.115321], [3.011423, 1.984758, -2.714994], [3.549398, 0.535148, -2.052085], [4.660692, 0.393911, -1.346808], [4.811596, -0.843097, -0.584248], [4.040260, -1.881487, -1.386862], [2.672385, -0.967614, -2.165164], [5.190297, 1.225306, -1.126828], [4.387789, -0.712145, 0.414931], [5.863559, -1.105844, -0.493053], [3.635754, -2.668476, -0.755311], [4.652625, -2.323545, -2.170057], [-3.724557, -1.304804, -5.645197], [-2.969313, -1.607629, -4.434383], [-3.795551, -1.810748, -3.255875], [-1.621820, -1.607452, -4.375877], [-0.768477, -1.389303, -2.935687], [-0.985964, -1.787050, -5.572176], [-1.373748, -2.921266, -6.418165], [0.438172, -1.506511, -5.668039], [-4.507636, -0.590992, -5.381981], [-4.205721, -2.186921, -6.071065], [-3.073547, -0.854889, -6.388794], [-4.514373, -2.607497, -3.455232], [-4.347910, -0.900016, -3.020637], [-3.173760, -2.081568, -2.408727], [-2.353433, -3.299888, -6.149902], [-0.652375, -3.731215, -6.280249], [-1.382162, -2.638785, -7.471320], [0.675908, -0.563726, -5.186504], [0.691510, -1.444272, -6.726689], [1.034071, -2.296495, -5.200894]],
  "atomic_forces_ev_per_a": [[1.366, -0.504, -1.365], [-0.096, 0.010, -0.102], [0.104, 0.016, -0.379], [-0.828, 0.354, 0.668], [0.327, -0.095, -0.461], [-0.107, 0.288, -0.119], [-0.867, 0.134, 0.774], [0.012, 0.049, -0.123], [0.020, -0.008, 0.108], [-0.029, -0.007, -0.075], [0.010, 0.016, -0.005], [0.085, 0.021, -0.050], [-0.023, -0.028, 0.098], [-0.036, 0.059, 0.574], [-0.009, 0.023, -0.236], [-0.144, 0.004, 0.015], [0.074, -0.008, -0.032], [-0.075, -0.153, 0.196], [-0.418, 0.152, -0.229], [0.026, 0.001, 0.025], [0.024, 0.001, -0.006], [0.021, -0.010, 0.018], [-0.013, -0.010, 0.000], [-0.011, -0.001, -0.008], [0.004, -0.003, -0.007], [0.010, 0.004, -0.003], [-0.005, 0.001, 0.009], [0.031, 0.021, -0.017], [0.024, 0.003, 0.015], [-0.010, -0.006, 0.008], [0.009, 0.024, 0.009], [-0.034, -0.005, 0.030], [-0.063, 0.005, -0.083], [0.073, 0.042, 0.000], [0.049, -0.047, -0.007], [0.067, -0.021, 0.166], [0.043, 0.058, -0.048], [-0.159, -0.218, 0.071], [0.401, -0.009, 0.415], [-0.370, -0.103, -0.221], [0.037, -0.029, 0.112], [0.180, 0.159, -0.338], [-0.012, 0.003, 0.160], [-0.029, -0.074, 0.146], [-0.117, -0.019, -0.014], [0.393, 0.113, 0.048], [-0.117, -0.327, 0.399], [0.017, 0.085, -0.090], [0.045, 0.001, 0.064], [-0.048, 0.055, 0.026], [-0.008, -0.057, -0.020], [-0.021, -0.004, -0.015], [0.019, 0.016, -0.006], [0.021, -0.013, -0.009], [-0.012, 0.003, -0.011], [-0.018, -0.024, 0.009], [-0.023, -0.023, 0.015], [-0.024, 0.015, -0.009], [-0.007, 0.015, 0.020], [0.015, 0.008, -0.014], [-0.019, -0.005, 0.000], [-0.003, -0.029, -0.041], [0.015, 0.019, -0.008], [-0.017, -0.009, 0.017], [0.017, 0.005, 0.005], [0.027, 0.036, -0.013], [-0.013, -0.011, -0.013], [-0.019, -0.007, -0.005], [-0.005, 0.009, -0.018], [0.017, -0.066, -0.028], [0.015, 0.003, -0.005], [0.024, -0.007, 0.015], [-0.015, 0.013, 0.017], [0.020, 0.006, 0.018], [0.002, 0.011, -0.014], [0.200, -0.334, 0.009], [-0.355, 0.287, -0.224], [0.214, 0.032, 0.164], [0.000, 0.068, -0.131], [-0.059, -0.123, 0.132], [0.091, 0.165, -0.032], [0.013, -0.035, 0.006], [-0.040, 0.023, 0.031], [0.016, 0.001, -0.004], [0.018, -0.011, -0.010], [0.002, 0.004, -0.017], [0.082, 0.010, 0.131], [-0.220, -0.132, 0.034], [0.033, 0.040, -0.037], [0.091, 0.169, 0.016], [0.000, -0.022, -0.070], [0.109, -0.147, -0.070], [-0.023, 0.080, 0.008], [-0.018, -0.022, -0.018], [-0.004, -0.003, -0.019], [-0.005, -0.042, 0.013], [0.028, -0.011, -0.008], [-0.027, -0.008, -0.013], [-0.002, 0.022, 0.069], [-0.010, 0.001, -0.045], [0.008, 0.009, 0.033], [0.018, -0.006, -0.018], [0.009, 0.036, 0.006], [-0.018, 0.022, 0.035], [0.024, 0.000, 0.002], [0.010, 0.008, 0.002]],
  "spin_multiplicity": 1,
  "total_energy_ha": -3294.5932,
  "total_charge": 1,
  "homo_ev": -9.854,
  "lumo_ev": -2.25
}